Record 1
This record from the OMol25 dataset describes a single C4H13N3 molecule at a distorted geometry. The level of theory is ωB97M-V/def2-TZVPD.

Last column: Mulliken charge in e.
Geometry (Å):
N1 1.07 2.39 -0.83  -0.540
N2 -2.30 -1.05 0.42  -0.594
N3 1.13 -0.03 -0.47  -0.399
C1 -0.34 -0.16 -0.44  -0.764
C2 1.53 1.06 -1.36  -0.431
C3 -0.23 -1.12 1.96  -1.406
C4 -0.84 -1.28 0.48  0.497
H1 -0.86 0.75 -0.13  0.323
H2 -2.77 -0.59 1.17  0.213
H3 1.53 0.15 0.47  0.238
H4 -0.59 -0.44 -1.51  0.223
H5 2.63 0.94 -1.41  0.357
H6 -0.53 -2.39 0.20  0.293
H7 1.22 2.52 0.08  0.164
H8 1.53 3.17 -1.37  0.216
H9 -0.22 -0.02 2.17  0.283
H10 1.06 0.80 -2.36  0.331
H11 -2.84 -1.98 0.29  0.238
H12 0.77 -1.48 1.94  0.368
H13 -0.94 -1.52 2.70  0.393

Results
Maximum force ... 6.6 eV Å⁻¹
Energy ... -8827.8322 eV
Relative energy (zero: lowest compared OMol25 entry of this formula, charge and spin) ... 36.4 kcal per mole
Total charge ... 0
HOMO-LUMO gap ... 9.91 eV



Record 2
This record from the OMol25 dataset describes a gas-phase ion, C4H13N3 (charge +2) at a distorted geometry. The level of theory is ωB97M-V/def2-TZVPD.

Last column: Mulliken charge in e.
Geometry (Å):
N1 -0.05 1.00 -0.89  -0.222
N2 0.84 -1.09 -0.56  -0.152
N3 -0.69 0.49 0.31  0.039
C1 -2.02 0.06 -0.02  -1.059
C2 0.32 -0.83 0.67  -0.363
C3 1.31 -0.31 1.67  -1.078
C4 1.14 0.12 -1.33  -0.484
H1 0.78 -0.22 2.55  0.449
H2 1.55 0.70 1.24  0.279
H3 2.00 -1.11 1.73  0.357
H4 -2.55 0.61 -0.64  0.477
H5 -0.23 -1.62 1.00  0.702
H6 0.49 -1.72 -1.25  0.340
H7 0.03 2.00 -1.01  0.314
H8 -0.71 1.15 1.04  0.394
H9 2.02 0.73 -0.98  0.329
H10 1.22 0.05 -2.45  0.415
H11 -0.78 1.02 -1.65  0.428
H12 -2.03 -0.90 -0.36  0.437
H13 -2.64 -0.13 0.94  0.396

Results
Maximum force ... 6.1 eV Å⁻¹
Energy ... -8807.8227 eV
Relative energy (zero: lowest compared OMol25 entry of this formula, charge and spin) ... 132.7 kcal per mole
Total charge ... +2
HOMO-LUMO gap ... 11.99 eV



Record 3
This record from the OMol25 dataset describes 2 unconnected molecules or ions with the total composition C4H13N3 at a distorted geometry. The level of theory is ωB97M-V/def2-TZVPD.

Last column: Mulliken charge in e.
Geometry (Å):
N1 0.33 0.55 -0.39  -0.608
N2 0.86 1.87 -0.25  -0.160
N3 0.87 -1.65 -0.02  -0.326
C1 -3.43 -0.31 -0.28  -0.224
C2 1.15 -0.41 -0.04  0.676
C3 2.60 0.02 0.35  -1.178
C4 -2.28 -0.61 0.35  -0.430
H1 -3.97 0.58 -0.19  0.341
H2 1.28 1.94 0.67  0.307
H3 3.09 0.66 -0.50  0.349
H4 1.57 -2.39 -0.06  0.295
H5 2.54 0.76 1.22  0.358
H6 -2.23 -0.21 1.35  0.391
H7 -2.06 -1.68 0.32  0.336
H8 -3.79 -0.96 -1.20  0.267
H9 1.53 1.85 -1.09  0.410
H10 0.13 2.55 -0.32  0.309
H11 3.28 -0.79 0.75  0.348
H12 0.01 -2.01 -0.50  0.260
H13 -1.49 0.24 -0.15  0.278

Results
Maximum force ... 5.3 eV Å⁻¹
Energy ... -8808.0096 eV
Relative energy (zero: lowest compared OMol25 entry of this formula, charge and spin) ... 128.4 kcal per mole
Total charge ... +2
HOMO-LUMO gap ... 8.86 eV



Record 4
This record from the OMol25 dataset describes a gas-phase ion, C4H13N3 (charge +3) at a distorted geometry. The level of theory is ωB97M-V/def2-TZVPD.

Last column: Mulliken charge in e.
Geometry (Å):
N1 2.89 0.53 -1.24  -0.353
N2 -2.28 -0.19 1.90  -0.339
N3 -1.07 -1.29 -0.55  -0.207
C1 -0.73 -0.06 0.06  0.252
C2 -1.49 0.66 0.93  -0.378
C3 0.55 0.78 -0.38  -0.287
C4 1.60 -0.21 -0.67  -1.061
H1 -1.57 -0.77 2.51  0.453
H2 0.15 1.38 -1.15  0.372
H3 -1.15 -1.50 -1.59  0.393
H4 1.03 1.29 0.54  0.509
H5 3.61 -0.14 -1.38  0.363
H6 -1.15 1.64 1.16  0.435
H7 2.58 0.74 -2.21  0.387
H8 -2.85 -0.83 1.30  0.420
H9 3.22 1.37 -0.57  0.418
H10 -2.93 0.24 2.60  0.405
H11 -0.73 -2.18 -0.20  0.383
H12 2.05 -0.82 0.09  0.374
H13 1.38 -0.88 -1.51  0.461

Results
Maximum force ... 4.5 eV Å⁻¹
Energy ... -8792.9073 eV
Relative energy (zero: lowest compared OMol25 entry of this formula, charge and spin) ... 75.2 kcal per mole
2S+1 ... 2
Total charge ... +3
HOMO-LUMO gap (alpha / beta) ... 10.99 / 6.59 eV



The highest total charge belongs to which entry? number 4



Look up the relative energy (zero: lowest compared OMol25 entry of this formula, charge and spin) of the third one. 128.4 kcal per mole